Density functional theory data (ωB97M-V/def2-TZVPD) for the molecule C22H23N3OS.

The geometry in XYZ format:
```
50
Properties=species:S:1:pos:R:3:forces:R:3
S -5.723 1.929 0.465 -0.05 0.03 -0.03
O -2.603 -1.185 -0.398 0.01 -0.27 0.04
N -1.846 1.906 1.504 -0.23 0.32 0.02
N -1.383 0.246 -1.687 0.27 0.24 -0.36
N 6.146 -0.153 1.000 0.34 0.29 0.32
C -2.493 -0.137 -0.993 -0.29 0.45 -0.18
C 5.138 -0.943 1.330 -0.29 -0.23 0.04
C 3.786 -2.133 -1.990 -0.05 0.11 0.08
C 0.914 0.302 -2.354 -0.05 -0.02 0.04
C -3.586 0.922 -1.029 -0.08 -0.22 0.23
C -0.684 1.360 1.187 0.38 -0.14 -0.02
C -2.381 -0.053 2.741 0.11 0.06 -0.04
C 4.636 -1.454 -0.950 0.26 0.00 0.06
C -3.965 1.915 2.666 -0.03 0.18 0.00
C 2.399 -1.547 -1.945 -0.06 -0.16 -0.11
C 1.342 -2.236 -1.368 0.16 0.16 -0.16
C -4.740 0.519 -0.125 -0.08 0.44 0.24
C -1.167 -0.620 2.399 0.01 0.13 0.02
C 2.167 -0.269 -2.439 -0.09 -0.09 0.02
C -4.546 2.793 1.563 -0.25 -0.33 -0.32
C 6.413 -0.002 -0.285 0.05 0.06 -0.22
C 0.082 -1.676 -1.278 -0.22 -0.05 0.08
C -0.286 0.104 1.610 -0.03 -0.01 0.08
C 5.693 -0.623 -1.294 -0.11 -0.11 0.10
C -2.685 1.224 2.274 -0.01 -0.24 0.19
C 4.356 -1.612 0.404 0.15 0.07 -0.08
C -0.141 -0.393 -1.766 0.15 -0.22 0.02
H -4.362 -0.020 0.743 -0.07 -0.11 -0.16
H -5.448 -0.124 -0.646 0.02 -0.06 0.07
H -3.734 2.559 3.521 -0.01 -0.05 0.04
H 7.244 0.651 -0.516 0.06 0.04 -0.11
H -0.041 1.967 0.561 0.13 -0.04 -0.04
H 0.672 -0.296 1.320 0.08 -0.02 -0.05
H 0.748 1.298 -2.742 -0.02 0.11 -0.04
H 4.226 -1.985 -2.979 0.02 -0.08 0.03
H 3.741 -3.204 -1.784 0.02 0.01 -0.08
H -0.913 -1.613 2.739 0.02 -0.09 0.02
H -3.089 -0.590 3.354 -0.09 -0.03 0.04
H -4.704 1.183 2.997 0.02 0.04 0.05
H -1.409 1.162 -2.113 -0.12 -0.14 0.14
H -5.148 3.598 1.982 0.04 0.04 -0.02
H 3.541 -2.243 0.725 -0.10 -0.06 0.07
H 1.500 -3.234 -0.984 0.03 -0.11 0.03
H 4.952 -1.042 2.392 -0.09 -0.07 0.07
H 5.956 -0.464 -2.330 0.03 0.01 -0.10
H -3.928 1.067 -2.056 0.04 0.04 -0.01
H 2.977 0.286 -2.890 0.09 0.08 -0.05
H -3.744 3.224 0.966 -0.04 0.10 0.14
H -0.728 -2.222 -0.825 -0.04 -0.01 0.01
H -3.149 1.860 -0.680 -0.01 -0.03 -0.10
```
Forces are in eV/Å.

## Properties
HOMO-LUMO gap (Ha): 0.332
Energy above the lowest of the compared OMol25 structures with the same formula, charge and spin (kcal/mol): 0.6
E_tot (a.u.): -1489.86998
LUMO (eV): 0.6458
Max |F| (hartree/bohr): 0.011
Charge: 0

Mulliken atomic charge list, values in e, 6 entries: number 1, S, carries -0.17; number 2, O, carries -0.62; number 3, N, carries -0.39; number 4, N, carries -0.01; number 5, N, carries -0.62; number 6, C, carries 0.37